Entry from OMol25: a structure of composition C63H132CdClN7O7 in a non-equilibrium geometry (the ωB97M-V functional and the def2-TZVPD basis).

## Properties
orbital gap: 0.28389 Eh
charge: 0
relative energy (zero: lowest compared OMol25 entry of this formula, charge and spin): 0.0 kJ/mol

Cartesian coordinates (Å):
1 Cd -0.411 -0.298 -0.182
2 C -1.473 0.354 -3.692
3 C -2.276 -0.928 -3.595
4 C -2.175 -1.547 -4.965
5 C -2.598 -2.972 -5.066
6 C -1.807 -3.745 -4.045
7 C -2.039 -3.208 -2.571
8 N -1.680 -1.785 -2.551
9 O -1.905 -1.258 -1.244
10 C -1.009 -3.995 -1.631
11 C -3.471 -3.600 -2.120
12 C -3.788 -0.616 -3.308
13 H -0.422 0.176 -3.875
14 H -1.626 0.955 -2.783
15 H -1.832 0.976 -4.558
16 H -1.132 -1.540 -5.322
17 H -2.616 -0.798 -5.647
18 H -2.382 -3.435 -5.997
19 H -3.652 -3.129 -4.877
20 H -0.716 -3.581 -4.205
21 H -1.984 -4.840 -4.133
22 H 0.033 -3.983 -1.993
23 H -1.369 -5.056 -1.659
24 H -1.103 -3.588 -0.618
25 H -4.142 -3.775 -3.018
26 H -3.928 -2.869 -1.481
27 H -3.458 -4.574 -1.633
28 H -3.968 0.392 -3.591
29 H -3.936 -0.660 -2.230
30 H -4.528 -1.224 -3.836
31 Cl 0.218 2.088 -0.088
32 C 1.826 -1.171 -2.016
33 C 2.581 -1.458 -0.727
34 C 3.543 -0.273 -0.509
35 C 4.319 -0.248 0.797
36 C 3.314 -0.358 1.912
37 C 2.388 -1.640 1.763
38 N 1.688 -1.570 0.428
39 O 0.836 -2.711 0.304
40 C 3.164 -2.894 2.027
41 C 1.276 -1.527 2.766
42 C 3.450 -2.743 -1.011
43 H 2.549 -1.103 -2.837
44 H 1.310 -0.214 -1.979
45 H 1.092 -1.925 -2.281
46 H 4.220 -0.258 -1.414
47 H 3.016 0.649 -0.626
48 H 4.944 0.648 0.974
49 H 5.023 -1.077 0.752
50 H 2.703 0.540 1.932
51 H 3.727 -0.360 2.895
52 H 3.115 -3.003 3.137
53 H 2.695 -3.769 1.681
54 H 4.193 -2.926 1.652
55 H 1.784 -1.427 3.729
56 H 0.616 -0.658 2.644
57 H 0.612 -2.405 2.841
58 H 2.776 -3.585 -1.195
59 H 4.043 -3.054 -0.169
60 H 4.092 -2.577 -1.885
61 H 1.320 -3.573 0.266
62 C -4.549 1.410 -0.065
63 C -4.141 2.911 -0.141
64 C -5.425 3.739 -0.426
65 C -5.313 5.258 -0.089
66 C -4.773 5.466 1.354
67 C -3.499 4.636 1.590
68 N -3.762 3.234 1.199
69 O -2.594 2.487 1.524
70 C -2.195 5.180 0.991
71 C -3.328 4.590 3.156
72 C -3.132 3.117 -1.263
73 H -4.952 1.274 0.929
74 H -3.695 0.788 -0.115
75 H -5.303 1.281 -0.824
76 H -5.619 3.536 -1.475
77 H -6.276 3.301 0.064
78 H -6.292 5.670 0.014
79 H -4.752 5.782 -0.838
80 H -5.529 5.259 2.131
81 H -4.576 6.578 1.594
82 H -2.078 6.150 1.495
83 H -1.325 4.647 1.333
84 H -2.203 5.453 -0.068
85 H -2.626 3.813 3.464
86 H -3.178 5.605 3.513
87 H -4.310 4.340 3.523
88 H -2.609 4.080 -1.362
89 H -3.650 3.020 -2.205
90 H -2.337 2.375 -1.199
91 H -1.923 2.637 0.846
92 C 2.889 5.305 0.296
93 C 3.910 4.846 1.339
94 C 4.638 6.053 1.972
95 C 3.741 6.758 3.011
96 C 3.168 5.810 4.147
97 C 2.463 4.616 3.485
98 N 3.251 4.118 2.375
99 O 2.835 2.838 1.911
100 C 2.356 3.532 4.565
101 C 1.090 4.977 2.928
102 C 4.975 3.979 0.621
103 H 2.435 4.427 -0.075
104 H 3.280 5.861 -0.523
105 H 2.122 5.905 0.749
106 H 5.533 5.694 2.461
107 H 4.906 6.774 1.212
108 H 2.907 7.257 2.477
109 H 4.410 7.586 3.390
110 H 2.540 6.392 4.802
111 H 4.043 5.362 4.667
112 H 3.275 3.043 4.773
113 H 1.992 3.998 5.511
114 H 1.639 2.691 4.337
115 H 1.202 5.743 2.132
116 H 0.487 4.117 2.582
117 H 0.351 5.406 3.656
118 H 4.536 3.151 0.070
119 H 5.655 3.675 1.398
120 H 5.536 4.549 -0.118
121 H 1.889 2.874 1.717
122 C 2.801 -6.318 0.771
123 C 1.551 -7.040 1.288
124 C 0.612 -6.068 1.957
125 C -0.708 -6.726 2.253
126 C -1.352 -7.314 0.957
127 C -0.432 -8.376 0.275
128 N 0.916 -7.675 0.128
129 O 1.821 -8.670 -0.416
130 C -0.354 -9.702 1.110
131 C -0.968 -8.551 -1.172
132 C 2.049 -8.083 2.309
133 H 3.559 -6.983 0.345
134 H 3.297 -5.851 1.627
135 H 2.547 -5.598 -0.001
136 H 1.008 -5.589 2.862
137 H 0.401 -5.284 1.215
138 H -1.403 -5.953 2.635
139 H -0.629 -7.487 3.048
140 H -1.537 -6.532 0.196
141 H -2.284 -7.837 1.181
142 H -0.547 -9.474 2.167
143 H -1.140 -10.377 0.758
144 H 0.607 -10.194 0.936
145 H -0.925 -7.667 -1.784
146 H -0.444 -9.371 -1.724
147 H -2.041 -8.933 -1.194
148 H 2.863 -8.715 1.957
149 H 1.270 -8.797 2.532
150 H 2.357 -7.589 3.205
151 H 2.088 -8.284 -1.243
152 C -2.249 -3.037 1.685
153 C -2.860 -2.163 2.786
154 C -2.841 -2.920 4.151
155 C -3.179 -1.990 5.339
156 C -2.299 -0.769 5.337
157 C -2.315 0.010 4.038
158 N -1.961 -0.957 2.949
159 O -1.845 -0.283 1.750
160 C -3.650 0.775 3.915
161 C -1.185 1.020 4.030
162 C -4.304 -1.704 2.371
163 H -2.310 -2.445 0.782
164 H -2.958 -3.847 1.534
165 H -1.278 -3.475 1.927
166 H -3.492 -3.706 3.885
167 H -1.803 -3.304 4.251
168 H -3.034 -2.451 6.288
169 H -4.231 -1.706 5.330
170 H -1.236 -0.924 5.408
171 H -2.567 -0.182 6.240
172 H -4.009 1.069 2.925
173 H -4.441 0.188 4.431
174 H -3.578 1.726 4.474
175 H -1.248 1.746 4.836
176 H -0.211 0.547 4.199
177 H -1.203 1.517 3.065
178 H -4.151 -0.896 1.671
179 H -4.824 -1.499 3.297
180 H -4.913 -2.435 1.870
181 H -2.530 0.396 1.651
182 C 4.387 5.043 -5.994
183 C 3.516 3.866 -5.609
184 C 4.263 2.871 -4.725
185 C 3.370 1.931 -3.950
186 C 2.257 2.629 -3.127
187 C 1.478 3.650 -3.984
188 N 2.435 4.452 -4.715
189 O 1.780 5.486 -5.420
190 C 0.518 2.869 -4.890
191 C 0.720 4.556 -3.005
192 C 3.047 3.182 -6.857
193 H 4.827 5.609 -5.152
194 H 3.910 5.740 -6.686
195 H 5.258 4.694 -6.524
196 H 4.944 2.313 -5.383
197 H 4.810 3.473 -4.008
198 H 3.914 1.147 -3.341
199 H 2.717 1.420 -4.632
200 H 2.515 3.158 -2.231
201 H 1.571 1.813 -2.862
202 H -0.035 3.539 -5.588
203 H 1.047 2.105 -5.500
204 H -0.303 2.412 -4.322
205 H 0.061 5.271 -3.504
206 H 0.176 3.895 -2.281
207 H 1.429 5.152 -2.429
208 H 2.786 2.125 -6.809
209 H 3.807 3.303 -7.618
210 H 2.155 3.738 -7.220
211 H 1.221 5.078 -6.076

Entry from OMol25: a cluster of 14 separate species, C63H133F24N11P4 in total in a non-equilibrium geometry (the ωB97M-V functional and the def2-TZVPD basis).

## Properties
orbital gap: 0.02245 Eh
charge: +4

Cartesian coordinates (Å):
1 C 1.676 -3.293 8.644
2 C 3.133 -2.913 8.490
3 N 3.770 -3.539 7.310
4 C 3.650 -4.888 6.927
5 C 4.445 -5.038 5.847
6 N 5.050 -3.842 5.564
7 C 4.640 -2.965 6.490
8 C 5.751 -3.534 4.344
9 H 1.150 -3.238 7.730
10 H 1.203 -2.619 9.284
11 H 1.554 -4.318 8.930
12 H 3.804 -3.166 9.270
13 H 3.270 -1.790 8.332
14 H 3.073 -5.584 7.488
15 H 4.659 -5.830 5.195
16 H 4.844 -1.907 6.523
17 H 6.183 -2.514 4.488
18 H 5.118 -3.579 3.438
19 H 6.630 -4.187 4.147
20 C 5.747 11.379 -5.816
21 C 4.550 11.098 -6.800
22 N 3.734 12.367 -7.174
23 C 4.105 13.269 -8.126
24 C 3.293 14.328 -7.964
25 N 2.406 14.057 -7.039
26 C 2.782 12.859 -6.464
27 C 1.152 14.750 -6.677
28 H 6.318 10.458 -5.890
29 H 5.426 11.589 -4.732
30 H 6.336 12.258 -6.222
31 H 3.790 10.447 -6.332
32 H 4.880 10.706 -7.768
33 H 4.885 13.170 -8.856
34 H 3.314 15.228 -8.572
35 H 2.293 12.200 -5.791
36 H 1.143 14.899 -5.629
37 H 0.304 14.138 -6.999
38 H 1.030 15.688 -7.198
39 C 3.412 1.074 0.907
40 C 3.814 0.501 -0.406
41 N 2.853 -0.664 -0.811
42 C 2.926 -1.875 -0.237
43 C 1.693 -2.508 -0.663
44 N 1.069 -1.678 -1.406
45 C 1.741 -0.459 -1.615
46 C -0.345 -1.994 -2.045
47 H 4.192 1.906 1.077
48 H 3.482 0.371 1.712
49 H 2.397 1.580 1.039
50 H 4.830 0.003 -0.304
51 H 3.870 1.182 -1.250
52 H 3.769 -2.198 0.373
53 H 1.479 -3.545 -0.595
54 H 1.192 0.403 -1.230
55 H -0.635 -1.345 -2.862
56 H -0.986 -1.721 -1.208
57 H -0.411 -3.067 -2.280
58 C 2.003 -9.593 3.426
59 C 2.072 -10.666 2.375
60 C 3.555 -10.954 1.947
61 C 4.105 -9.820 1.091
62 N 5.540 -10.155 0.597
63 C 5.910 -9.337 -0.626
64 C 7.134 -10.005 -1.211
65 C 7.069 -11.497 -0.761
66 C 5.837 -11.533 0.130
67 C 6.433 -9.749 1.731
68 H 1.003 -9.204 3.787
69 H 2.432 -8.707 3.041
70 H 2.483 -9.928 4.346
71 H 1.469 -10.387 1.488
72 H 1.594 -11.627 2.719
73 H 3.591 -11.916 1.474
74 H 4.008 -10.978 2.933
75 H 4.045 -8.846 1.609
76 H 3.539 -9.734 0.161
77 H 5.985 -8.300 -0.309
78 H 4.997 -9.480 -1.323
79 H 8.036 -9.548 -0.855
80 H 7.155 -9.967 -2.286
81 H 7.984 -11.692 -0.218
82 H 6.961 -12.245 -1.562
83 H 5.994 -12.189 1.023
84 H 4.968 -11.874 -0.484
85 H 7.464 -10.036 1.482
86 H 6.066 -10.376 2.581
87 H 6.338 -8.695 1.903
88 C 5.062 -5.534 -4.897
89 C 3.581 -5.127 -5.067
90 C 3.043 -5.164 -6.488
91 C 3.688 -4.194 -7.480
92 N 3.323 -4.492 -8.896
93 C 3.664 -5.898 -9.473
94 C 3.901 -5.690 -11.019
95 C 3.809 -4.172 -11.221
96 C 4.050 -3.532 -9.832
97 C 1.831 -4.320 -9.121
98 H 5.215 -5.402 -3.857
99 H 5.746 -4.864 -5.385
100 H 5.371 -6.556 -5.119
101 H 3.451 -4.068 -4.764
102 H 2.986 -5.777 -4.404
103 H 1.930 -4.941 -6.359
104 H 3.181 -6.215 -6.845
105 H 4.770 -4.317 -7.405
106 H 3.441 -3.188 -7.265
107 H 2.782 -6.506 -9.157
108 H 4.557 -6.256 -8.873
109 H 3.105 -6.243 -11.559
110 H 4.873 -6.069 -11.374
111 H 2.856 -3.792 -11.595
112 H 4.452 -3.749 -11.952
113 H 3.573 -2.576 -9.799
114 H 5.039 -3.324 -9.563
115 H 1.302 -4.988 -8.519
116 H 1.527 -4.571 -10.161
117 H 1.631 -3.283 -8.883
118 C -6.114 3.839 -0.682
119 C -7.162 3.627 -1.851
120 C -6.605 3.377 -3.235
121 C -5.783 2.088 -3.229
122 N -5.242 1.607 -4.560
123 C -6.295 1.556 -5.683
124 C -6.725 0.190 -5.895
125 C -5.425 -0.556 -5.521
126 C -4.729 0.162 -4.413
127 C -4.140 2.512 -4.903
128 H -5.354 3.085 -0.616
129 H -6.589 3.898 0.293
130 H -5.533 4.716 -0.807
131 H -7.933 4.433 -1.897
132 H -7.701 2.729 -1.554
133 H -5.929 4.181 -3.484
134 H -7.413 3.386 -3.994
135 H -6.453 1.267 -2.936
136 H -4.913 1.978 -2.548
137 H -5.834 1.868 -6.572
138 H -7.098 2.276 -5.417
139 H -7.142 -0.059 -6.895
140 H -7.521 -0.140 -5.170
141 H -4.724 -0.567 -6.329
142 H -5.668 -1.571 -5.167
143 H -3.633 0.156 -4.521
144 H -4.911 -0.223 -3.395
145 H -4.476 3.445 -5.331
146 H -3.500 2.068 -5.653
147 H -3.594 2.724 -4.019
148 C -1.602 1.188 4.968
149 C -3.076 0.857 5.270
150 C -3.666 -0.296 4.495
151 C -3.056 -1.610 5.042
152 N -3.250 -2.864 4.180
153 C -2.421 -4.055 4.666
154 C -2.248 -5.000 3.462
155 C -2.459 -3.982 2.249
156 C -2.645 -2.585 2.820
157 C -4.675 -3.214 4.023
158 H -1.504 1.381 3.902
159 H -0.959 0.414 5.264
160 H -1.291 2.120 5.454
161 H -3.629 1.748 5.075
162 H -3.336 0.676 6.313
163 H -3.474 -0.115 3.417
164 H -4.724 -0.190 4.646
165 H -3.429 -1.843 6.055
166 H -1.954 -1.489 5.141
167 H -3.070 -4.500 5.456
168 H -1.520 -3.633 5.076
169 H -3.016 -5.789 3.378
170 H -1.210 -5.383 3.395
171 H -3.320 -4.399 1.683
172 H -1.567 -4.064 1.625
173 H -3.381 -1.972 2.263
174 H -1.712 -2.115 3.035
175 H -4.954 -3.620 5.002
176 H -4.791 -3.977 3.294
177 H -5.309 -2.311 3.777
178 C -9.371 9.376 5.672
179 C -7.478 9.711 6.503
180 C -7.498 11.153 7.145
181 C -7.700 11.403 8.504
182 N -8.298 12.842 8.813
183 C -7.569 14.100 8.265
184 C -6.394 14.254 9.310
185 C -6.811 13.612 10.617
186 C -8.223 13.019 10.389
187 C -9.629 12.693 8.255
188 H -9.961 10.025 6.138
189 H -9.554 8.205 5.725
190 H -9.445 9.647 4.596
191 H -7.060 9.560 5.494
192 H -7.267 8.665 7.042
193 H -6.919 12.042 6.775
194 H 18.014 -1.081 5.594
195 H -6.576 11.449 8.559
196 H -8.054 10.621 9.194
197 H -8.214 14.936 8.171
198 H -7.323 13.673 7.246
199 H -5.961 15.310 9.351
200 H -5.545 13.633 8.987
201 H -6.882 14.262 11.543
202 H -6.039 12.797 10.748
203 H -9.110 13.704 10.601
204 H -8.321 12.011 10.836
205 H -10.386 13.349 8.705
206 H -9.873 11.684 8.508
207 H -9.537 12.874 7.179
208 P 3.619 -5.859 -0.538
209 F 4.322 -6.301 0.837
210 F 2.924 -7.270 -0.768
211 F 2.234 -5.472 0.283
212 F 2.968 -5.424 -1.979
213 F 4.220 -4.355 -0.385
214 F 4.903 -6.432 -1.331
215 P 1.565 -2.525 3.321
216 F 0.410 -2.086 2.303
217 F 0.516 -3.194 4.372
218 F 1.734 -3.819 2.507
219 F 2.816 -2.858 4.297
220 F 2.680 -1.828 2.247
221 F 1.499 -1.089 4.003
222 P -1.696 1.005 -0.094
223 F -2.523 2.231 -0.563
224 F -2.944 -0.004 -0.326
225 F -1.193 0.747 -1.659
226 F -0.719 -0.336 0.307
227 F -0.324 1.926 0.135
228 F -2.168 1.111 1.404
229 P 2.123 -0.466 -6.478
230 F 1.763 -0.884 -7.996
231 F 2.484 -1.831 -5.663
232 F 3.644 -0.313 -6.802
233 F 1.892 -0.234 -2.871
234 F 2.073 1.061 -6.032
235 F 0.613 -0.721 -5.902